Below is C17H17NO3S2 in the gas phase in a non-equilibrium geometry, with properties calculated with wB97M-V/def2-TZVPD.

```
40
Properties=species:S:1:pos:R:3:lowdin_charge:R:1
N 0.235 3.728 0.839 0.184
O 4.843 -1.613 -0.450 0.076
O 5.483 3.954 -0.513 -0.557
C 1.109 3.037 0.528 -0.212
O 2.752 -2.344 -0.379 0.153
S 4.535 1.074 -0.115 1.167
C 3.665 -1.357 -0.380 -0.539
C 2.134 2.112 0.254 -0.213
C 3.226 0.000 -0.118 -0.408
C 1.993 0.560 0.073 -0.090
C 3.447 2.443 -0.047 -0.550
C 0.461 -1.193 1.077 -0.002
C -0.331 0.420 -0.461 -0.035
C -0.792 -1.827 1.084 0.010
C -1.584 -0.108 -0.396 -0.030
C 0.712 -0.115 0.229 -0.200
C -1.829 -1.218 0.336 -0.213
S 4.099 4.198 -0.322 0.880
C 3.667 4.731 -2.082 -0.168
C -4.344 -0.635 0.134 -0.045
C -3.353 -2.954 -0.546 -0.030
C -3.477 -2.168 1.971 -0.055
C -3.229 -1.729 0.470 -0.478
H 3.104 -3.092 -0.764 0.087
H 1.199 -1.705 1.704 0.123
H -0.138 1.356 -0.980 0.120
H -0.983 -2.725 1.697 0.115
H -2.366 0.461 -0.953 0.131
H 2.949 5.524 -1.911 0.039
H 4.519 5.111 -2.478 0.006
H 3.208 3.877 -2.601 0.063
H -5.337 -0.998 0.324 0.074
H -4.163 0.205 0.821 0.090
H -4.276 -0.312 -0.871 0.051
H -4.357 -3.431 -0.569 0.084
H -2.792 -3.806 -0.189 0.071
H -3.130 -2.579 -1.531 0.075
H -3.671 -1.204 2.548 0.110
H -2.835 -2.863 2.448 0.042
H -4.352 -2.814 2.119 0.077
```

2S+1: 1
electronic energy: -47205.0030 eV
F_max: 5.1 eV/A